Entry 1:
DFT (wB97M-V/def2-TZVPD) results for an isolated molecule of C25H25ClN4O5.

Results
molar mass = 496.951 g/mol
structure (SMILES) = COc1ccccc1CN1C(=O)[C@H]2[C@@H](C1=O)[C@]1(N[C@@H]2CCC(N)=O)C(=O)Nc2c1ccc(Cl)c2C
largest force on an atom = 0.9 eV/A

Geometry as XYZ:
```
60
Properties=species:S:1:pos:R:3:forces:R:3
C 5.393170 1.214885 1.360479 0.14 -0.02 0.18
H 5.906632 0.254670 1.376769 -0.01 0.08 0.05
O 4.634443 1.217114 0.178126 -0.21 0.11 -0.25
C 3.797507 2.263592 -0.060346 -0.11 0.12 -0.21
C 3.749365 3.422327 0.706510 0.21 -0.19 0.18
C 2.882777 4.447357 0.370699 -0.06 0.03 -0.04
C 2.060975 4.340260 -0.734389 -0.09 0.11 0.00
C 2.101625 3.188114 -1.498661 0.16 0.00 0.06
C 2.956431 2.148760 -1.174900 0.22 -0.12 0.04
C 2.924980 0.871083 -1.973558 0.20 0.08 0.05
N 1.661657 0.182925 -1.753616 0.36 0.09 -0.19
C 0.597447 0.278846 -2.609526 -0.25 -0.30 0.04
O 0.590981 0.887378 -3.652992 0.09 0.25 -0.14
C -0.557630 -0.509810 -2.026288 -0.24 0.17 -0.04
C -0.072504 -0.937003 -0.648825 -0.04 -0.03 0.09
C 1.394290 -0.540556 -0.610137 -0.22 -0.43 -0.13
O 2.190982 -0.811874 0.246307 0.13 0.02 0.09
H -0.177875 -2.001704 -0.438696 0.12 0.10 -0.04
C -0.917325 -0.104516 0.371016 -0.05 -0.20 0.12
N -1.779357 0.770078 -0.400522 0.24 0.38 0.13
H -1.461436 1.727421 -0.290124 0.03 -0.08 -0.05
C -1.796478 0.386075 -1.807615 -0.34 -0.20 -0.15
C -3.109071 -0.322851 -2.163966 0.13 0.28 -0.21
C -3.397923 -0.288993 -3.668337 0.04 -0.32 0.20
C -2.452536 -1.200079 -4.436643 -0.28 0.44 -0.22
O -2.530766 -2.409926 -4.387880 -0.06 -0.39 0.19
N -1.536219 -0.565042 -5.202156 0.24 0.06 -0.34
H -0.851012 -1.133765 -5.675454 -0.03 -0.02 0.09
H -1.287566 0.398112 -5.048573 -0.03 -0.03 0.07
H -4.408888 -0.663965 -3.835232 0.06 0.02 -0.11
H -3.334430 0.732386 -4.044041 -0.06 0.06 0.01
H -3.080860 -1.360837 -1.832328 -0.06 -0.09 0.06
H -3.912284 0.185592 -1.629208 0.02 -0.04 0.00
H -1.724249 1.287657 -2.426816 0.01 -0.05 0.07
C -1.600167 -1.007381 1.367889 0.15 0.02 0.33
C -2.590640 -1.951529 1.216844 0.19 0.17 0.19
C -2.985433 -2.678244 2.330956 -0.09 -0.12 0.02
C -2.382623 -2.468207 3.562320 0.08 0.19 -0.36
C -1.369815 -1.525692 3.750847 0.03 0.00 -0.03
C -1.010759 -0.808544 2.618425 -0.65 -0.54 -0.24
N -0.063472 0.204908 2.531415 0.31 0.02 0.58
C 0.002359 0.733743 1.284973 -0.11 0.37 -0.03
O 0.622815 1.712411 0.947269 -0.05 0.02 -0.08
H 0.460345 0.564005 3.313373 0.01 0.07 -0.13
C -0.695501 -1.273804 5.063421 -0.05 -0.01 -0.08
H -1.044149 -1.974248 5.815650 0.08 0.06 0.06
H -0.907228 -0.262044 5.409251 0.02 0.08 0.10
H 0.383277 -1.382848 4.959009 0.11 0.00 0.06
Cl -2.929322 -3.421715 4.897509 -0.12 -0.18 0.19
H -3.765755 -3.417349 2.245370 -0.06 -0.08 0.03
H -3.060934 -2.121495 0.262986 -0.10 -0.04 -0.15
H -0.788250 -1.353136 -2.677119 0.13 0.01 -0.01
H 3.731049 0.210068 -1.653348 -0.11 0.03 -0.15
H 2.990645 1.074863 -3.045216 0.02 -0.08 0.14
H 1.458481 3.085192 -2.360787 -0.07 -0.03 -0.11
H 1.387588 5.142509 -0.994719 -0.05 0.07 -0.03
H 2.854631 5.336234 0.983864 0.01 0.07 0.04
H 4.379945 3.532054 1.574902 0.07 -0.02 0.06
H 4.754920 1.296984 2.245346 0.01 0.01 -0.02
H 6.134628 2.021516 1.366880 -0.05 -0.03 0.01
```
Positions in Å, forces in eV/Å.

Results of the natural (NBO) charge analysis, in e, for atoms 1 through 8: C -0.248; H 0.201; O -0.512; C 0.396; C -0.324; C -0.169; C -0.242; C -0.171


Entry 2:
DFT (wB97M-V/def2-TZVPD) results for a structure of composition C13H10NNiTe4 at a distorted geometry.

Results
molar mass = 749.323 g/mol
multiplicity = 3
net charge = -1
<S²> = 2.045
largest force on an atom = 2.0 eV/A

Geometry as XYZ:
```
29
Properties=species:S:1:pos:R:3:forces:R:3
Ni 0.585765 -1.140900 0.198094 -1.14 1.27 -1.07
C 1.460425 0.877284 1.418197 0.18 0.04 0.18
C 1.567503 -0.427862 1.909292 0.59 0.32 0.69
C 2.320469 -1.385603 1.201123 1.26 0.04 0.67
C 2.912703 -1.016183 -0.016295 0.20 -0.02 0.11
C 2.796529 0.289568 -0.496605 -0.05 0.19 0.10
C 2.084818 1.240238 0.228473 0.09 -0.08 -0.07
H 0.909475 1.616037 1.983975 -0.12 -0.04 -0.06
H 1.162149 -0.668665 2.882521 -0.10 -0.11 -0.06
H 2.535296 -2.352895 1.636978 -0.27 -0.12 -0.11
H 3.494102 -1.742922 -0.569279 -0.16 -0.12 -0.02
H 3.264067 0.561318 -1.433183 -0.01 -0.04 -0.02
H 1.985410 2.250544 -0.144622 0.00 0.00 -0.01
Te -1.009891 -2.933403 0.737972 -0.63 -1.13 0.94
Te 0.158157 -4.955375 1.990826 -0.02 0.26 -0.13
Te 2.045889 -4.657814 -1.838764 -0.08 0.30 0.18
Te 0.271187 -2.693317 -1.683006 0.08 -0.85 -1.36
N -4.704467 3.847797 -1.277178 0.05 -0.03 0.03
C -3.921051 3.032583 -1.058012 -0.26 0.24 -0.03
C -2.948377 2.020006 -0.800394 0.30 -0.29 -0.02
C -2.189939 1.504531 -1.851921 -0.10 0.07 -0.04
C -1.234206 0.531922 -1.607553 0.06 -0.05 0.10
C -0.994187 0.018752 -0.325979 0.22 0.13 0.11
C -1.796271 0.541378 0.703076 0.01 -0.08 -0.15
C -2.743062 1.526472 0.489246 -0.08 0.06 0.06
H -2.358535 1.873277 -2.856906 0.01 0.02 0.01
H -0.651798 0.168848 -2.448392 0.00 -0.01 -0.01
H -1.679813 0.154789 1.711940 0.02 0.04 0.02
H -3.322355 1.919591 1.316380 -0.05 0.00 -0.04
```
Positions in Å, forces in eV/Å.

Results of the natural (NBO) charge analysis, in e, for atoms 1 through 8: Ni 0.684; C -0.228; C -0.232; C -0.343; C -0.215; C -0.228; C -0.206; H 0.230


Relative energy (zero: lowest compared OMol25 entry of this formula, charge and spin) list, top to bottom, in kcal/mol: 5.5; 18.2